(1)
{"formula": "C6H12N", "method": "ωB97M-V/def2-TZVPD", "elements": ["C", "C", "C", "C", "C", "C", "N", "H", "H", "H", "H", "H", "H", "H", "H", "H", "H", "H", "H"], "coordinates": [[-1.36743, -1.10865, -2.58630], [-0.28912, -0.38296, -2.34130], [0.49025, -0.56690, -1.09929], [0.74330, 0.39816, -0.23066], [1.28967, 0.11651, 1.16354], [0.46531, 0.90969, 2.16031], [-0.98184, 0.44914, 2.03668], [-1.78188, -1.81160, -1.87169], [-1.82123, -1.13605, -3.57305], [0.08769, 0.19589, -3.17709], [0.69502, -1.59455, -0.80601], [0.52468, 1.45522, -0.31816], [1.15091, -0.95218, 1.31766], [2.33852, 0.36449, 1.31270], [0.69282, 0.81575, 3.21600], [0.44650, 1.94612, 1.83712], [-1.10123, -0.50062, 2.39866], [-1.64048, 1.05036, 2.52905], [-1.20165, 0.34726, 1.03645]], "e_tot_ha": -290.272017, "total_charge": 1, "multiplicity": 1, "e_homo_ev": -12.92, "lumo_ev": -3.6}

=====

(2)
{"formula": "C4H13N2O", "method": "ωB97M-V/def2-TZVPD", "elements": ["C", "C", "C", "C", "N", "N", "O", "H", "H", "H", "H", "H", "H", "H", "H", "H", "H", "H", "H", "H"], "coordinates": [[1.78366, -0.00905, 1.02896], [-1.16214, 0.88099, 0.86057], [1.19919, 1.01637, 0.04625], [-0.51705, -1.72730, -1.07325], [-1.67313, -1.52150, -1.70876], [-0.25796, 0.80141, -0.32014], [0.60274, -1.79046, -1.65828], [2.83866, 0.32824, 1.45002], [1.14545, 0.01838, 1.94348], [1.68172, -1.00651, 0.57798], [-1.30653, 1.96681, 1.28940], [-1.99931, 0.28851, 0.64189], [-0.68348, 0.44108, 1.72522], [1.88670, 0.86863, -0.86591], [1.58403, 1.95341, 0.52328], [-0.48889, -2.02192, -0.06846], [-2.43488, -1.30734, -1.13231], [-1.82411, -1.09616, -2.59191], [-0.58850, 1.68860, -0.71322], [0.64824, -1.69873, -2.57112]], "e_tot_ha": -344.635625, "total_charge": 1, "multiplicity": 1, "e_homo_ev": -13.60, "lumo_ev": -4.2}

=====

(3)
{"formula": "C5H15NO", "method": "ωB97M-V/def2-TZVPD", "elements": ["C", "C", "C", "C", "C", "N", "H", "H", "H", "H", "H", "H", "H", "H", "H", "H", "H", "H", "H", "O", "H", "H"], "coordinates": [[-1.62983, 0.41551, 0.81109], [-0.14974, 0.10412, 1.12729], [-0.02970, -1.36404, 1.51633], [0.76417, 0.74951, 0.07642], [2.20907, 0.78420, 0.62895], [0.73506, -0.13855, -1.12075], [-1.74742, 1.07952, -0.03766], [-2.22523, -0.48575, 0.69023], [-2.14130, 0.87359, 1.66665], [0.14716, 0.63428, 2.03555], [0.98965, -1.75549, 1.56683], [-0.52498, -2.00220, 0.77722], [-0.58162, -1.51745, 2.43443], [0.49420, 1.75998, -0.22303], [2.32560, 1.49745, 1.44334], [2.82355, 1.16845, -0.19147], [2.53165, -0.23551, 0.81487], [1.49249, -0.81180, -1.17987], [0.88908, 0.42623, -1.94637], [-1.77696, -0.49354, -2.65173], [-1.95793, 0.45002, -2.69836], [-1.18052, -0.53959, -1.88099]], "e_tot_ha": -329.482751, "multiplicity": 1, "e_homo_ev": -9.65, "lumo_ev": 0.8}

=====

(4)
{"formula": "C21H18BrN3O2W", "method": "ωB97M-V/def2-TZVPD", "elements": ["W", "O", "C", "C", "C", "C", "C", "C", "C", "N", "C", "C", "N", "C", "C", "C", "C", "C", "C", "C", "O", "H", "H", "H", "H", "H", "H", "H", "H", "H", "H", "H", "H", "H", "H", "Br", "C", "C", "C", "N", "C", "C", "H", "H", "H", "H"], "coordinates": [[0.05533, 0.39546, -0.23209], [-1.46137, -0.15791, 0.76017], [-1.38812, -1.15669, 1.68898], [-2.50023, -1.65112, 2.32960], [-2.30515, -2.74277, 3.16365], [-1.04089, -3.32297, 3.34380], [0.06409, -2.79525, 2.71256], [-0.10220, -1.65083, 1.92145], [1.03155, -0.92472, 1.38597], [1.14882, 0.45958, 1.45390], [2.51778, 1.00534, 1.34020], [3.12225, 0.68263, -0.04172], [2.00851, 0.51785, -0.98200], [1.49279, 1.50780, -1.66404], [0.28404, 1.31848, -2.47777], [-0.18109, 2.41648, -3.25701], [-1.24691, 2.27117, -4.08510], [-1.94639, 1.03449, -4.15083], [-1.58066, -0.02308, -3.37294], [-0.46530, 0.10494, -2.52380], [-0.13015, -0.88818, -1.66768], [-3.48087, -1.23542, 2.14793], [-3.16019, -3.17150, 3.66985], [-0.93314, -4.18179, 3.99143], [1.04865, -3.21923, 2.86408], [1.96139, -1.48339, 1.30635], [3.14419, 0.60661, 2.13650], [2.44979, 2.08220, 1.47468], [3.66904, -0.25719, -0.03201], [3.80506, 1.46361, -0.37582], [1.97987, 2.48148, -1.69758], [0.37272, 3.34775, -3.22644], [-1.55565, 3.09235, -4.71795], [-2.78474, 0.93058, -4.82800], [-2.10095, -0.97143, -3.39439], [-2.67887, 6.53954, -0.54694], [-1.96074, 4.85789, -0.27123], [-2.61323, 3.72687, -0.75495], [-2.03303, 2.50936, -0.49562], [-0.84896, 2.36294, 0.11874], [-0.23154, 3.45850, 0.59051], [-0.76830, 4.71829, 0.43557], [-3.55281, 3.78762, -1.28469], [-2.52672, 1.59862, -0.81120], [0.70249, 3.30957, 1.11165], [-0.25762, 5.57601, 0.85026]], "s_squared": 2.027, "e_tot_ha": -3766.307130, "total_charge": 2, "multiplicity": 3, "e_homo_ev": [-14.36, -14.91], "lumo_ev": [-7.7, -8.7]}

=====

Energy relative to the best compared isomer or geometry (same formula, charge and spin) / eV: 1.358; 3.571; 0.676; 2.896
Max |F| / eV Å⁻¹: 1.7; 3.6; 3.1; 1.5